Molecular formula: C18H16N4O6
Method: DFT, ωB97M-V/def2-TZVPD

The calculation puts the frontier orbital gap at 8.49 eV. For the HOMO energy, the calculation gives -8.97 eV.

```
44
Properties=species:S:1:pos:R:3:forces:R:3:lowdin_charge:R:1
C -3.26234 0.76218 3.91915 3.2 9.7 2.8 -0.16
H -2.89015 1.14805 4.88332 -1.7 -0.2 0.8 0.12
H -4.01188 0.20670 3.90178 -6.7 -4.9 0.2 0.03
H -3.40408 1.73482 3.37882 -0.6 -0.9 0.1 0.13
O -2.16948 0.29337 3.43557 6.7 -6.8 -2.7 -0.08
C -1.69697 -0.94947 4.03381 -0.3 1.1 2.1 -0.21
O -2.14945 -1.36877 5.13573 1.7 1.5 -4.9 0.08
C -0.40874 -1.52516 3.23935 -6.4 5.3 0.8 -0.22
C -0.07539 -1.08410 1.99740 -2.5 4.1 -3.4 0.00
C 0.83947 -1.63023 1.19879 3.0 -6.3 1.7 -0.10
C 1.72262 -2.90516 1.70885 -13.3 6.9 11.3 -0.23
C 1.35992 -3.27941 3.08901 -6.2 9.5 -6.3 0.14
C 0.13523 -2.47258 3.81943 8.6 -9.2 -0.3 0.02
H -0.07402 -3.08842 4.61751 -1.2 -0.1 2.2 0.09
H 1.85108 -3.96828 3.50016 3.6 -5.6 3.7 0.01
C 2.67069 -3.41717 1.07974 11.7 -1.6 -6.7 -0.13
H 3.29348 -2.44530 0.72513 -0.8 -2.1 -0.1 0.18
H 2.36810 -3.92670 0.20489 0.0 -0.6 -1.3 0.08
H 3.45553 -3.94680 1.61592 -0.4 -0.4 0.4 0.11
N 1.10364 -1.24122 -0.09902 -1.9 7.8 6.4 0.12
C 1.33899 -1.76120 -1.16942 -0.5 -10.6 -9.2 -0.30
O 1.23525 -3.20406 -1.39562 0.9 7.4 1.2 -0.14
C 1.42233 -0.96713 -2.45950 -1.6 1.3 2.6 -0.07
C 1.42398 -1.30372 -3.76577 2.4 2.6 0.8 0.05
C 1.79298 0.13972 -4.37310 -4.8 -2.1 -3.2 0.01
C 1.38800 1.09705 -3.49856 0.9 -4.8 2.6 -0.31
O 1.17306 0.59270 -2.13401 2.1 -3.3 -4.6 -0.03
C 1.37315 2.49060 -3.57198 -5.7 0.5 2.3 0.07
N -0.12685 2.87320 -2.87980 7.2 -0.7 -7.8 -0.07
C -0.45915 2.91747 -1.66896 10.3 -4.5 3.0 -0.15
C -1.59592 3.28709 -1.62438 -13.3 4.7 4.8 -0.20
C -1.97544 3.65135 -2.84487 -4.8 1.3 -6.3 -0.08
N -1.00849 3.33741 -3.75744 -1.7 0.8 2.4 0.12
H -3.05966 3.99544 -3.23810 2.9 -0.7 1.1 0.17
N -2.57096 3.43433 -0.38562 18.8 -4.9 0.6 -0.36
O -3.54167 3.72237 -0.71928 -15.4 4.2 -1.4 0.22
O -1.90765 3.17263 0.66027 -3.0 0.7 -0.2 0.04
H 0.10218 2.46662 -0.95106 1.7 -0.8 2.0 0.13
H 1.27700 2.83135 -4.53374 0.2 1.3 -2.1 0.10
H 2.07430 2.82589 -2.92483 2.2 2.0 1.6 0.10
H 1.40450 0.27652 -5.54247 2.0 0.0 3.0 0.17
H 1.48074 -2.37139 -4.17324 0.0 2.0 0.6 0.15
H 0.91803 -0.18761 -0.03809 0.7 -1.6 -1.3 0.20
H -0.81596 -0.21299 1.60421 2.1 -2.0 0.6 0.19
```
Positions in Å, forces in eV/Å.


Molecular formula: C18H16N4Pd
Method: DFT, ωB97M-V/def2-TZVPD

The calculation puts the frontier orbital gap (alpha / beta) at 5.98 / 5.98 eV. For the HOMO energy (alpha / beta), the calculation gives -7.14 / -7.14 eV.

```
39
Properties=species:S:1:pos:R:3:forces:R:3:lowdin_charge:R:1
Pd 0.09533 0.42275 0.94619 0.6 0.2 0.4 0.92
C 4.20754 -1.90720 -2.08990 0.0 0.0 0.0 -0.10
C 3.23215 -2.85857 -1.83271 -0.1 0.0 0.0 -0.09
C 1.97862 -2.47352 -1.37521 0.0 0.0 0.1 -0.05
C 1.68170 -1.12747 -1.17937 0.0 -0.1 0.1 -0.30
C 2.67742 -0.18062 -1.40079 0.0 0.0 0.0 -0.05
C 3.92602 -0.56616 -1.85939 0.0 0.0 0.0 -0.08
N 0.42295 -0.69335 -0.69499 0.3 -0.3 -0.2 -0.05
C -0.70525 -0.93280 -1.35817 -0.2 0.2 0.1 -0.22
C -0.82674 -1.69825 -2.56158 0.0 0.0 -0.1 -0.02
C -2.04609 -1.89245 -3.13360 0.0 0.0 0.0 -0.07
C -3.24726 -1.35419 -2.59425 -0.1 0.0 -0.1 -0.10
C -3.18530 -0.57765 -1.48326 0.1 0.1 0.0 -0.03
C -1.93236 -0.33411 -0.87188 0.1 -0.2 -0.2 -0.21
N -1.74214 0.47893 0.18966 0.0 -0.2 0.0 -0.12
N -2.66104 1.10550 0.79691 -0.3 0.2 0.2 0.09
C -2.14246 1.81913 1.88735 0.0 0.1 0.0 -0.30
C -2.99151 2.65970 2.59235 -0.2 0.0 0.0 -0.01
C -2.49520 3.39289 3.65330 0.0 0.0 0.0 -0.06
C -1.15843 3.27167 4.00031 0.0 0.0 0.0 -0.06
C -0.37171 2.40120 3.26927 0.1 0.0 0.1 -0.11
N -0.84199 1.69027 2.24880 -0.1 0.0 0.0 -0.02
H 5.18127 -2.20860 -2.45372 0.0 0.0 0.0 0.10
H 3.44656 -3.91061 -1.97562 0.0 0.0 0.0 0.10
H 1.23010 -3.21999 -1.13898 0.0 0.0 0.0 0.12
H 2.45481 0.85919 -1.19795 0.0 0.0 0.0 0.11
H 4.68704 0.18428 -2.03384 0.0 0.0 0.0 0.10
H 0.05402 -2.11922 -3.02069 0.0 0.0 0.0 0.10
H -2.09974 -2.48361 -4.04027 0.0 0.0 0.0 0.11
H -4.19670 -1.54346 -3.07547 0.0 0.0 0.0 0.10
H -4.07131 -0.12621 -1.05760 0.0 0.0 0.0 0.11
H -4.02498 2.71684 2.28201 0.0 0.0 0.0 0.11
H -3.14445 4.05792 4.20782 0.0 0.0 0.0 0.11
H -0.73228 3.83066 4.82046 0.0 0.0 0.0 0.11
H 0.67376 2.24810 3.50267 0.0 0.0 0.0 0.11
C 1.91308 0.27814 1.87286 -0.1 0.1 -0.2 -0.27
H 1.77418 -0.00418 2.92051 0.0 0.0 0.0 -0.03
H 2.41652 1.25078 1.84094 0.0 0.0 0.0 -0.02
H 2.56384 -0.45574 1.39785 0.0 0.0 0.0 -0.03
```
Positions in Å, forces in eV/Å.


Molecular formula: C18H17Br6N3O2
Method: DFT, ωB97M-V/def2-TZVPD

The calculation puts the frontier orbital gap at 9.50 eV. For the HOMO energy, the calculation gives -9.72 eV.

```
46
Properties=species:S:1:pos:R:3:forces:R:3:lowdin_charge:R:1
C -10.70828 19.39874 -15.26803 0.0 -0.2 0.3 -1.59
Br -11.97782 19.44460 -16.69442 -0.1 0.0 -0.2 0.61
Br -9.19777 18.30023 -15.69386 0.1 0.4 -0.1 0.60
Br -11.55922 18.74427 -13.66045 -0.1 0.0 0.2 0.59
H -10.36247 20.39818 -15.03956 -0.1 0.1 -0.3 -0.05
C -10.50248 15.06699 -14.27396 -0.1 0.3 0.0 -1.67
Br -8.58203 15.17875 -14.23811 0.0 -0.3 -0.1 0.56
Br -11.13114 13.38707 -13.64016 0.0 -0.4 0.2 0.59
Br -11.31417 15.46768 -15.97098 0.1 -0.1 -0.1 0.55
H -10.84438 15.83011 -13.59187 -0.1 0.0 0.0 -0.08
C -7.19306 22.20738 -19.41765 0.4 -0.2 0.1 -0.07
C -7.45768 23.40295 -18.75632 0.2 0.0 -0.5 -0.08
C -7.55187 23.42254 -17.38724 -0.2 0.2 0.4 -0.02
C -7.40380 22.23964 -16.69016 -0.1 0.0 0.1 -0.16
C -7.10974 21.04990 -17.30542 0.4 -1.0 -1.0 -0.01
C -6.97649 21.03687 -18.68982 -0.4 0.7 -0.3 -0.06
N -7.52579 22.26255 -15.23596 0.6 -0.3 0.3 -0.35
O -7.64300 23.34026 -14.69398 -0.2 0.1 0.2 0.07
O -7.42595 21.19595 -14.65533 -0.3 0.2 0.0 0.06
H -7.07927 22.21264 -20.49574 -0.1 -0.1 0.0 0.10
H -7.51107 24.32649 -19.31793 -0.2 0.0 0.0 0.11
H -7.72947 24.33224 -16.83369 0.0 0.0 0.0 0.12
H -6.91054 20.08831 -16.84833 -0.2 0.4 0.7 0.08
H -6.71537 20.11794 -19.19663 0.0 0.0 0.0 0.09
N -5.78112 17.87417 -17.46600 0.3 0.0 0.1 0.06
C -4.84666 18.12306 -18.38528 -0.4 0.4 0.2 -0.16
C -4.79471 17.48117 -19.61328 0.3 -0.2 0.4 -0.07
C -5.72590 16.48637 -19.86131 0.0 0.0 -0.2 -0.08
C -6.67732 16.19144 -18.89562 0.2 -0.3 -0.4 -0.06
C -6.65088 16.90471 -17.71416 -0.3 0.1 0.0 -0.17
H -4.18003 18.93782 -18.11654 0.2 -0.2 -0.2 0.11
H -3.99749 17.70191 -20.30937 -0.1 0.1 -0.1 0.10
H -5.69316 15.95013 -20.80250 -0.1 0.0 0.1 0.11
H -7.39832 15.40446 -19.06986 -0.1 0.1 0.1 0.11
H -7.40020 16.72251 -16.95287 0.1 -0.1 0.0 0.03
N -11.04871 22.69230 -16.01385 0.1 -0.5 0.3 0.05
C -11.46984 23.69412 -15.26031 -0.1 0.3 0.2 -0.14
C -12.05481 24.84967 -15.76656 -0.3 -0.3 0.5 -0.07
C -12.31533 24.90834 -17.11808 0.1 0.0 -0.2 -0.08
C -11.93378 23.83087 -17.90373 0.1 0.4 -0.3 -0.07
C -11.27789 22.76573 -17.31634 0.1 0.2 -0.4 -0.20
H -11.36246 23.57540 -14.18707 0.2 0.0 0.0 0.11
H -12.36072 25.61215 -15.06255 0.0 0.1 -0.2 0.10
H -12.79912 25.76162 -17.57569 0.0 0.0 0.1 0.11
H -12.10291 23.86684 -18.97330 0.0 -0.2 0.0 0.10
H -10.90934 21.95269 -17.93097 0.0 -0.1 0.1 0.08
```
Positions in Å, forces in eV/Å.


Molecular formula: C18H17Cl3N7NaO2S3Si
Method: DFT, ωB97M-V/def2-TZVPD

The calculation puts the frontier orbital gap at 6.34 eV. For the HOMO energy, the calculation gives -2.57 eV. The charge is -2.

```
52
Properties=species:S:1:pos:R:3:forces:R:3:lowdin_charge:R:1
Na -0.46023 1.64757 0.33231 -0.1 0.1 0.1 0.21
C -1.44710 4.85280 -4.43198 0.0 0.0 0.0 -0.50
S -0.14201 5.40361 -3.32613 0.0 0.0 0.0 0.76
C -0.18018 4.19363 -2.00019 -0.1 0.0 -0.1 -1.15
S -1.33871 2.94824 -2.00295 0.0 0.0 0.0 0.52
N 0.78619 4.47773 -1.17046 0.0 0.0 0.1 -0.14
N 0.81487 3.67014 -0.06312 0.1 0.0 0.0 -0.03
C 1.90792 3.67765 0.58664 0.0 0.0 0.0 -0.10
C 2.04902 2.82710 1.78342 0.0 0.0 0.0 -0.28
C 3.28864 2.27069 2.08976 0.0 0.0 0.0 -0.03
C 3.38464 1.39240 3.15071 0.0 0.0 0.0 -0.07
C 2.24773 1.12042 3.89673 0.0 0.0 0.0 -0.07
C 1.06200 1.73415 3.52746 0.0 0.0 0.0 -0.16
N 0.95157 2.56776 2.49937 0.0 0.0 0.0 0.11
H -1.43570 5.55184 -5.27052 0.0 0.0 0.0 0.01
H -2.41662 4.87488 -3.94089 0.0 0.0 0.0 0.01
H -1.26012 3.84225 -4.78722 0.0 0.0 0.0 0.01
H 2.76218 4.25696 0.23266 0.0 -0.1 0.0 0.12
H 4.13719 2.47507 1.45016 0.0 0.0 0.0 0.11
H 4.32314 0.90047 3.37190 0.0 0.0 0.0 0.10
H 2.26588 0.42091 4.72161 0.0 0.0 0.0 0.10
H 0.14436 1.52319 4.06576 0.0 0.0 0.0 0.10
N -1.45694 -4.24966 -3.15292 0.0 0.0 0.0 0.07
C -0.52099 -3.45444 -2.47555 -0.1 0.0 0.0 -0.36
C -0.43197 -2.08787 -2.74804 0.0 0.0 0.0 -0.05
C 0.43715 -1.29016 -2.02740 0.0 0.0 0.0 -0.06
C 1.23788 -1.84873 -1.03694 0.0 0.0 0.0 -0.30
C 1.19311 -3.21263 -0.79417 0.0 0.0 0.0 -0.08
C 0.33017 -4.01348 -1.52394 0.0 0.0 0.0 -0.06
S 2.06802 -0.75624 0.07763 0.0 0.1 -0.1 0.56
O 3.05477 -1.51071 0.81979 -0.1 -0.1 0.1 -0.34
O 2.56452 0.36764 -0.68938 0.1 0.0 -0.1 -0.34
N 0.86347 -0.16222 0.93584 0.2 0.1 0.1 -0.13
C 0.00700 -0.88736 1.67475 -0.1 0.0 -0.1 -0.47
N -1.10373 -0.18243 2.03824 0.0 0.0 0.0 0.10
C -2.02694 -0.82341 2.73108 0.0 0.0 0.0 -0.17
C -1.90315 -2.15244 3.10578 0.0 0.0 0.0 -0.10
C -0.74336 -2.78115 2.68564 0.0 0.0 0.0 -0.17
N 0.21291 -2.18157 1.99478 0.0 0.0 0.0 0.14
H -2.28754 -3.71494 -3.38473 0.0 0.0 0.0 0.00
H -1.75076 -5.02387 -2.57218 0.0 0.0 0.0 0.06
H -1.09371 -1.64563 -3.48318 0.0 0.0 0.0 0.11
H 0.47241 -0.22164 -2.20509 0.0 0.0 0.0 0.11
H 1.80155 -3.62226 0.00022 0.0 0.0 0.0 0.10
H 0.25819 -5.07372 -1.30763 0.0 0.0 0.0 0.10
H -2.92060 -0.25744 2.97895 0.0 0.0 0.0 0.11
H -2.68721 -2.67662 3.63078 0.0 0.0 0.0 0.09
H -0.57788 -3.83327 2.90486 0.0 0.0 0.0 0.10
Cl -3.06358 -3.76454 -0.00129 0.0 0.0 0.0 -0.05
Si -3.53683 -1.70140 -0.64953 0.0 -0.1 0.0 -0.37
Cl -5.48322 -1.56260 0.40373 0.0 0.0 0.0 -0.13
Cl -4.35738 -2.30465 -2.64511 0.0 0.0 0.0 -0.09
```
Positions in Å, forces in eV/Å.


| no. | E_tot (eV) |
| --- | --- |
| 1 | -37151.6551 |
| 2 | -28364.7173 |
| 3 | -447758.2804 |
| 4 | -115842.7329 |